[1]
Density functional theory data (wB97M-V/def2-TZVPD) for a single C2H3NO2 molecule at a distorted geometry.

XYZ file:
```
8
Properties=species:S:1:pos:R:3
C 0.781 1.045 0.875
N 0.551 0.045 0.108
O -0.620 -0.625 0.310
C -0.832 -0.999 -1.087
O -1.958 -1.167 -1.533
H 0.139 1.391 1.846
H 1.748 1.561 0.866
H 0.191 -1.250 -1.385
```

Output
charge	0
structure (SMILES)	C=NOC=O
relative energy (zero: lowest compared OMol25 entry of this formula, charge and spin)	3.2671	eV
E_LUMO	0.84	eV
Kohn-Sham gap	0.4225	hartree

[2]
Density functional theory data (wB97M-V/def2-TZVPD) for a single C2H3NO2 molecule at a distorted geometry.

XYZ file:
```
8
Properties=species:S:1:pos:R:3
N -0.160 0.179 1.196
O -1.361 -0.086 0.413
C -0.378 -0.043 -0.953
O 0.320 1.108 -0.833
C 0.708 0.079 0.077
H -0.136 -0.606 1.838
H -0.748 -0.552 -1.722
H 1.753 -0.080 -0.016
```

Output
charge	0
structure (SMILES)	N1O[C@H]2O[C@@H]12
relative energy (zero: lowest compared OMol25 entry of this formula, charge and spin)	5.3541	eV
E_LUMO	0.95	eV
Kohn-Sham gap	0.3766	hartree

[3]
Density functional theory data (wB97M-V/def2-TZVPD) for a single C2H3NO2 molecule.

XYZ file:
```
8
Properties=species:S:1:pos:R:3
N 0.433 -0.792 -0.042
C -0.161 -0.179 -1.007
O -0.759 0.869 -0.572
C -0.147 0.580 0.983
O -0.910 0.368 1.865
H 0.991 -1.631 -0.125
H -0.184 -0.439 -2.067
H 0.738 1.223 0.967
```

Output
charge	0
relative energy (zero: lowest compared OMol25 entry of this formula, charge and spin)	1.8169	eV
E_LUMO	0.84	eV
Kohn-Sham gap	0.4049	hartree

[4]
Density functional theory data (wB97M-V/def2-TZVPD) for a single C2H3NO2 molecule at a distorted geometry.

XYZ file:
```
8
Properties=species:S:1:pos:R:3
O -1.955 0.473 -0.363
C -0.867 -0.003 -0.229
N -0.032 -1.037 -0.480
C 0.366 -0.120 0.563
O 1.186 0.963 0.205
H 0.352 -1.374 -1.357
H 0.426 -0.563 1.618
H 0.523 1.661 0.043
```

Output
charge	0
structure (SMILES)	O=C1N[C@H]1O
relative energy (zero: lowest compared OMol25 entry of this formula, charge and spin)	2.4417	eV
E_LUMO	0.73	eV
Kohn-Sham gap	0.3880	hartree

[5]
Density functional theory data (wB97M-V/def2-TZVPD) for a single C2H3NO2 molecule at a distorted geometry.

XYZ file:
```
8
Properties=species:S:1:pos:R:3
C 0.814 0.695 -0.063
C 0.015 -0.558 0.036
N 1.948 0.073 0.031
O 3.118 0.408 0.006
O 1.272 -1.316 -0.026
H 0.485 1.731 0.169
H -0.385 -0.826 0.948
H -0.516 -1.020 -0.812
```

Output
charge	0
multiplicity	3
relative energy (zero: lowest compared OMol25 entry of this formula, charge and spin)	5.4952	eV
<S²>	2.0088
E_LUMO (alpha / beta)	0.95 / -1.99	eV
Kohn-Sham gap (alpha / beta)	0.2709 / 0.3310	hartree

[6]
Density functional theory data (wB97M-V/def2-TZVPD) for a molecular structure, C2H3NO2S at a distorted geometry.

XYZ file:
```
9
Properties=species:S:1:pos:R:3
C 0.272 -0.609 0.351
C 0.251 -0.949 -1.120
H 0.051 1.850 2.039
H -0.123 -1.343 1.411
H -0.931 1.068 -1.271
N 0.379 0.756 0.490
O -0.039 0.924 1.920
O 0.514 -2.007 -1.575
S -0.374 0.311 -2.245
```

Output
charge	0
relative energy (zero: lowest compared OMol25 entry of this formula, charge and spin)	4.2739	eV
E_LUMO	-0.67	eV
Kohn-Sham gap	0.3437	hartree

[7]
Density functional theory data (wB97M-V/def2-TZVPD) for a single C2H3NO2S molecule at a distorted geometry.

XYZ file:
```
9
Properties=species:S:1:pos:R:3
C 1.038 2.129 0.329
C 0.284 1.171 0.359
S -0.724 -0.218 0.074
N 0.262 -1.615 -0.034
O -1.354 0.040 -1.470
O -1.615 -0.410 1.107
H 1.695 2.908 0.555
H -0.367 -2.381 0.010
H 0.781 -1.622 -0.931
```

Output
charge	0
structure (SMILES)	C#CS(N)(=O)=O
relative energy (zero: lowest compared OMol25 entry of this formula, charge and spin)	5.1537	eV
E_LUMO	0.28	eV
Kohn-Sham gap	0.3888	hartree

[8]
Density functional theory data (wB97M-V/def2-TZVPD) for a single C2H3NO2S molecule at a distorted geometry.

XYZ file:
```
9
Properties=species:S:1:pos:R:3
O 1.025 1.732 0.783
C 0.257 0.794 0.281
S 0.984 0.120 -1.121
C -1.070 0.475 0.524
N -1.524 -0.818 0.451
O -0.672 -1.949 0.449
H -0.028 -0.604 -1.667
H -1.682 1.215 0.822
H -1.312 -2.680 0.947
```

Output
charge	0
structure (SMILES)	O=C(S)/C=N\O
relative energy (zero: lowest compared OMol25 entry of this formula, charge and spin)	4.6468	eV
E_LUMO	-1.07	eV
Kohn-Sham gap	0.3268	hartree

[9]
Density functional theory data (wB97M-V/def2-TZVPD) for a single C2H3NO2S molecule at a distorted geometry.

XYZ file:
```
9
Properties=species:S:1:pos:R:3
O 1.613 -0.666 -1.854
C 1.771 0.187 -1.043
S 0.592 0.539 0.276
C -0.901 -0.447 0.004
N -1.924 -0.435 0.722
O -1.933 0.444 1.734
H 2.678 0.811 -0.914
H -0.867 -1.161 -0.854
H -1.028 0.728 1.930
```

Output
charge	0
structure (SMILES)	O=CS/C=N\O
relative energy (zero: lowest compared OMol25 entry of this formula, charge and spin)	3.1076	eV
E_LUMO	0.17	eV
Kohn-Sham gap	0.3683	hartree

[10]
Density functional theory data (wB97M-V/def2-TZVPD) for a single C2H3NO2S molecule at a distorted geometry.

XYZ file:
```
9
Properties=species:S:1:pos:R:3
O 0.328 -1.939 -0.181
C 0.989 -1.136 0.441
C 0.478 0.236 0.895
O 0.890 0.664 1.951
N -0.506 0.846 0.178
S -0.897 0.604 -1.475
H 2.003 -1.342 0.853
H -0.850 1.694 0.623
H -1.817 -0.339 -1.302
```

Output
charge	0
structure (SMILES)	O=CC(=O)NS
relative energy (zero: lowest compared OMol25 entry of this formula, charge and spin)	1.4152	eV
E_LUMO	-0.19	eV
Kohn-Sham gap	0.3519	hartree

[11]
Density functional theory data (wB97M-V/def2-TZVPD) for a single C2H3NO2S molecule at a distorted geometry.

XYZ file:
```
9
Properties=species:S:1:pos:R:3
O 1.791 -0.654 -1.262
N 1.615 -0.659 -0.071
O 2.400 -0.975 0.801
C 0.294 -0.328 0.489
C -0.958 -0.379 -0.433
S -2.484 -0.808 -0.122
H 0.378 0.637 0.818
H 0.132 -0.994 1.289
H -0.784 -0.072 -1.476
```

Output
charge	0
structure (SMILES)	O=[N+]([O-])CC=S
relative energy (zero: lowest compared OMol25 entry of this formula, charge and spin)	4.5609	eV
E_LUMO	-0.87	eV
Kohn-Sham gap	0.3148	hartree

[12]
Density functional theory data (wB97M-V/def2-TZVPD) for 2 unconnected molecules or ions with the total composition C2H3NO2S at a distorted geometry.

XYZ file:
```
9
Properties=species:S:1:pos:R:3
C -0.538 0.367 1.620
C 0.644 0.144 0.989
N -0.118 -0.562 -2.321
O 0.304 -1.633 -2.105
O -0.909 0.088 -2.864
S 1.191 1.181 -0.240
H -0.879 -0.081 2.500
H -1.134 1.075 1.166
H 1.439 -0.579 1.255
```

Output
charge	0
multiplicity	3
relative energy (zero: lowest compared OMol25 entry of this formula, charge and spin)	2.0935	eV
<S²>	2.0314
E_LUMO (alpha / beta)	0.66 / -2.14	eV
Kohn-Sham gap (alpha / beta)	0.3481 / 0.2490	hartree

What is the charge in the eighth record? 0

Among the records above, which one has the highest relative energy (zero: lowest compared OMol25 entry of this formula, charge and spin)? number 5